Record 1
Molecular formula: C44H39As2KP
Method: DFT, ωB97M-V/def2-TZVPD

Element x y z (Å)
1 K 0.09 0.17 0.06
2 C 1.00 0.42 7.70
3 C 1.91 -0.18 6.84
4 C 1.62 -0.29 5.49
5 C 0.40 0.19 5.00
6 C -0.51 0.79 5.86
7 C -0.20 0.90 7.22
8 As 0.07 -0.05 3.10
9 C -0.52 -1.91 3.09
10 C -1.36 -2.42 4.08
11 C -1.76 -3.75 4.03
12 C -1.33 -4.58 2.99
13 C -0.48 -4.08 2.02
14 C -0.07 -2.75 2.08
15 C -1.64 0.88 2.89
16 C -1.59 2.28 2.90
17 C -2.76 3.02 2.74
18 C -3.97 2.38 2.54
19 C -4.02 0.99 2.51
20 C -2.86 0.24 2.69
21 H 1.24 0.51 8.76
22 H 2.86 -0.55 7.21
23 H 2.33 -0.75 4.82
24 H -1.46 1.15 5.50
25 H -0.91 1.36 7.89
26 H -1.70 -1.79 4.89
27 H -2.42 -4.14 4.79
28 H -1.65 -5.61 2.95
29 H -0.12 -4.72 1.22
30 H 0.64 -2.39 1.34
31 H -0.65 2.79 3.05
32 H -2.71 4.10 2.76
33 H -4.88 2.95 2.40
34 H -4.96 0.48 2.35
35 H -2.91 -0.84 2.67
36 C 0.63 0.82 -4.53
37 C 0.16 0.12 -5.80
38 As 0.43 1.30 -7.36
39 C -0.95 2.58 -6.84
40 C -0.57 3.87 -6.49
41 C -1.52 4.80 -6.07
42 C -2.86 4.44 -5.99
43 C -3.25 3.15 -6.34
44 C -2.30 2.22 -6.75
45 C -0.60 0.29 -8.66
46 C -1.05 0.96 -9.80
47 C -1.78 0.28 -10.77
48 C -2.05 -1.08 -10.62
49 C -1.59 -1.75 -9.50
50 C -0.88 -1.07 -8.52
51 P 0.05 0.03 -2.97
52 C -1.76 0.31 -3.10
53 C -2.80 -0.56 -3.42
54 C -4.12 -0.11 -3.45
55 C -4.43 1.21 -3.18
56 C -3.41 2.10 -2.87
57 C -2.10 1.65 -2.82
58 C 0.56 -1.72 -3.22
59 C 1.93 -1.90 -2.98
60 C 2.54 -3.13 -3.16
61 C 1.79 -4.22 -3.55
62 C 0.43 -4.07 -3.78
63 C -0.18 -2.83 -3.63
64 H 0.27 1.85 -4.49
65 H 1.72 0.87 -4.49
66 H -0.90 -0.12 -5.76
67 H 0.72 -0.80 -5.96
68 H 0.47 4.17 -6.57
69 H -1.21 5.81 -5.81
70 H -3.60 5.17 -5.68
71 H -4.29 2.87 -6.29
72 H -2.61 1.22 -7.02
73 H -0.85 2.01 -9.92
74 H -2.13 0.81 -11.65
75 H -2.61 -1.60 -11.39
76 H -1.80 -2.81 -9.38
77 H -0.54 -1.62 -7.64
78 H -2.62 -1.59 -3.65
79 H -4.91 -0.81 -3.71
80 H -5.46 1.55 -3.22
81 H -3.63 3.14 -2.66
82 H -1.31 2.36 -2.57
83 H 2.53 -1.05 -2.66
84 H 3.61 -3.23 -2.98
85 H 2.26 -5.19 -3.69
86 H -0.16 -4.92 -4.10
87 H -1.23 -2.76 -3.84

Frontier orbital gap   7.82 eV
Energy relative to the best compared isomer or geometry (same formula, charge and spin)   26.5 kJ/mol
Largest force on an atom   0.0112 Eh/bohr
E_HOMO   -10.23 eV
E_tot   -193546.958 eV
Total charge   +1

Record 2
Molecular formula: C5H5NS
Method: DFT, ωB97M-V/def2-TZVPD

Element x y z (Å)
1 C 0.23 -0.15 1.29
2 C -0.28 -1.11 0.51
3 C -0.39 -0.80 -0.95
4 N -0.76 0.63 -1.08
5 S 0.00 1.88 -2.04
6 C 0.09 1.48 -0.36
7 C 0.55 1.21 0.87
8 H 0.52 -0.14 2.34
9 H -0.50 -2.16 0.67
10 H 0.50 -1.26 -1.41
11 H -1.22 -1.30 -1.36
12 H 1.26 1.71 1.52

Frontier orbital gap   8.42 eV
Energy relative to the best compared isomer or geometry (same formula, charge and spin)   321.9 kJ/mol
Largest force on an atom   0.0294 Eh/bohr
E_HOMO   -8.22 eV
E_tot   -17587.541 eV
Total charge   0
SMILES string   C1=CCN2SC2=C1